# 1
C43H53Cl3N5O2SSi2TeZr | the ωB97M-V functional and the def2-TZVPD basis

Geometry (Å):
H  -1.44  -0.30  -2.42
C  -2.26  2.07  2.29
H  3.73  -3.56  -0.04
H  -0.24  2.33  -0.83
C  2.68  -1.35  0.89
H  2.49  -0.81  -6.03
C  1.27  -2.52  -5.57
H  -2.02  2.77  -1.72
C  -1.18  -5.71  0.42
H  -1.48  -1.75  5.58
H  -6.45  1.91  -3.75
H  -3.00  4.39  -3.27
H  2.73  2.75  4.53
H  -0.05  -0.86  6.08
H  -1.11  1.84  5.07
H  2.66  0.86  -1.62
Zr  -0.29  -0.12  0.04
C  -5.49  2.08  -3.29
H  -0.02  -2.61  6.02
H  5.66  -1.15  -1.91
H  1.51  3.03  0.40
H  2.79  3.99  2.34
H  -1.42  -3.56  3.02
C  -0.40  -1.72  5.52
H  -2.82  1.46  5.13
C  4.29  -2.65  -0.27
Si  -1.85  0.44  3.15
C  2.24  3.07  2.45
C  3.02  0.44  -0.67
C  -0.39  7.17  -0.75
C  -0.21  -0.37  2.59
H  0.96  2.69  -2.21
C  0.74  0.75  2.65
H  2.13  -1.30  -2.40
C  -0.38  -6.88  0.53
C  1.19  -0.44  -4.38
N  3.83  -2.11  -1.55
C  -0.35  -0.11  -2.37
H  -0.11  -4.01  -4.86
Cl  -5.46  4.37  -4.71
C  0.93  -6.65  0.25
H  0.99  7.51  -2.36
C  -0.36  -3.52  3.24
Cl  -0.68  8.88  -0.47
C  -4.95  1.17  -2.40
H  2.09  -2.25  1.09
C  -0.24  -2.21  -3.73
C  -3.25  -0.79  2.96
C  -0.46  -4.60  0.05
C  0.49  6.76  -1.75
H  -1.72  6.53  0.80
C  1.45  1.22  3.77
N  4.09  -1.69  0.82
C  2.11  -2.01  4.01
H  -2.58  2.77  3.07
H  5.35  -2.89  -0.34
N  4.43  0.10  -0.77
H  1.81  -2.62  -1.28
H  -3.07  1.98  1.57
C  -3.18  0.41  -0.85
H  -4.15  -0.40  3.44
C  2.20  2.37  3.66
H  -1.02  -2.60  -3.09
H  2.70  -1.10  3.91
N  2.17  -0.76  -0.37
C  2.43  -1.75  -1.46
H  -3.48  -1.00  1.92
C  -3.71  1.42  -1.82
C  4.60  -0.90  -1.83
C  1.72  -1.23  -5.39
N  0.86  1.41  1.47
C  -4.77  3.23  -3.59
H  -5.48  0.27  -2.14
O  -3.74  -0.64  -0.59
H  -1.43  2.54  1.77
C  -1.83  1.03  4.95
C  0.27  -3.00  -4.73
H  4.69  0.26  1.29
C  0.21  -0.90  -3.49
C  0.29  3.05  -1.45
H  2.88  1.17  0.12
H  1.74  -7.35  0.25
H  4.26  -0.48  -2.77
Si  0.24  -1.83  3.74
C  -3.00  2.58  -2.13
Te  -1.46  -2.77  -0.22
C  1.55  2.55  1.38
H  1.41  5.14  -2.75
H  0.17  -3.92  2.39
H  -3.00  -1.74  3.44
C  4.84  -0.48  0.50
H  1.69  -3.14  -6.35
C  -3.54  3.49  -3.03
Cl  1.84  1.17  -4.23
H  2.53  -0.63  1.69
S  1.18  -5.01  -0.17
H  -0.23  0.96  -2.55
C  -1.03  6.22  0.02
H  -0.16  -4.19  4.09
O  -2.02  0.77  -0.24
C  0.72  5.43  -1.96
H  -1.65  0.30  5.72
H  5.91  -0.72  0.45
C  0.09  4.40  -1.20
H  -1.33  4.16  0.42
H  2.26  -2.37  5.03
H  -0.77  -7.84  0.81
H  1.37  0.69  4.70
H  -2.23  -5.68  0.62
C  -0.80  4.88  -0.19
H  2.53  -2.76  3.35

For the LUMO energy, the calculation gives 1.70 eV. For the HOMO energy, the calculation gives -3.0 eV. The orbital gap comes out at 4.71 eV. The total charge is -1.


# 2
C43H54F21NO18 | the ωB97M-V functional and the def2-TZVPD basis

Geometry (Å):
H  7.42  -0.08  -7.26
H  -2.14  -3.59  5.58
H  2.41  4.49  5.18
O  1.23  -2.69  -5.07
O  10.08  -0.53  -2.49
C  6.57  -3.36  -4.49
C  -4.96  6.64  -6.65
F  -0.68  -2.94  -7.27
C  -6.96  0.69  3.96
C  0.16  -2.17  1.75
H  -4.27  2.03  0.77
F  5.37  -3.58  -5.07
C  9.95  -0.68  -1.06
C  8.04  -1.82  -8.36
F  -0.19  -9.34  6.68
H  7.06  -2.03  -8.79
F  -3.34  7.09  -2.83
H  9.98  -1.75  -0.85
O  10.71  1.61  -2.21
H  1.90  -2.53  -2.51
C  1.64  3.89  4.58
O  7.02  -1.74  -6.15
H  8.49  -0.28  0.48
H  0.27  -3.08  -0.36
C  0.01  -0.57  1.95
C  0.62  3.02  5.38
C  0.79  -2.28  0.25
H  -2.86  3.86  1.66
O  8.74  -3.08  -5.56
O  -5.92  9.43  -7.77
H  -5.42  1.64  5.14
C  -0.45  2.12  4.71
H  -4.12  -10.07  9.14
O  0.62  -0.56  -5.49
H  10.79  -0.22  -0.55
C  2.34  -1.74  -3.13
H  -4.81  -7.66  9.00
H  -3.01  -3.28  2.94
H  -5.63  6.80  -7.49
F  6.98  -4.54  -3.99
C  -1.57  -4.76  3.77
F  -10.31  3.19  3.34
C  -3.51  4.05  0.81
H  -2.39  -5.52  3.49
C  1.14  -0.11  0.90
F  -2.31  7.67  -1.02
H  -7.09  0.23  2.98
F  -9.02  4.70  2.49
H  8.63  -1.25  -9.08
H  7.79  -0.56  -1.13
H  0.45  -0.42  3.00
F  9.57  0.08  -5.06
C  -4.66  7.94  -5.93
F  -1.57  6.02  -2.20
H  -1.54  -2.45  3.84
H  8.57  0.97  -0.77
F  -1.38  -3.34  -5.26
F  11.72  0.00  -4.84
C  1.56  3.87  3.04
F  6.34  -2.56  -3.43
H  0.66  3.00  6.53
F  -4.51  10.98  -9.57
H  8.52  -2.78  -8.19
F  -1.52  -7.74  6.12
H  1.88  -2.65  0.29
C  -3.42  -9.27  9.41
H  -4.84  0.32  4.11
C  -3.81  2.75  0.09
C  -1.55  -4.56  5.37
H  0.47  2.94  1.20
C  -1.56  1.15  2.45
H  -0.24  -4.08  6.85
O  0.77  -0.90  -0.26
O  -3.96  8.85  -6.80
C  0.38  -1.74  -5.51
H  1.68  -0.88  -3.07
F  0.29  -7.30  7.20
C  -4.73  9.54  -7.67
C  -2.70  6.61  -1.75
H  -4.01  7.75  -5.08
H  3.18  -3.07  -4.59
O  -1.23  0.06  1.59
C  -9.06  3.69  3.37
H  2.31  4.48  2.42
H  -2.89  2.31  -0.31
H  0.36  -5.22  5.82
H  -2.79  -9.64  10.21
F  -1.89  -1.48  -6.23
O  -2.78  1.32  2.69
H  -1.20  1.48  5.30
H  -1.85  -2.71  0.88
O  -2.64  -9.00  8.23
H  -0.81  -4.13  1.37
H  -4.48  2.91  -0.75
O  -1.06  -8.02  9.51
H  -5.42  5.92  -5.97
H  -3.53  -7.22  10.12
O  -4.76  5.54  -1.03
H  -2.08  -5.39  5.95
N  -0.13  -4.32  5.84
C  10.47  0.68  -2.93
C  -3.87  10.50  -8.49
H  2.91  -1.45  -5.21
H  -5.57  8.40  -5.54
C  -8.02  2.61  3.07
C  8.62  -0.11  -0.59
C  7.59  -2.75  -5.45
H  -4.42  4.51  1.20
C  -0.48  2.11  3.15
C  -5.53  1.16  4.17
O  -7.43  2.48  2.03
C  -3.57  5.65  -0.93
C  -0.89  -2.37  -6.07
C  -4.20  -8.04  9.83
C  -1.87  -3.29  3.14
H  -7.21  -0.05  4.71
H  -5.24  1.89  3.41
H  -4.04  6.21  -7.06
F  10.71  1.91  -4.97
F  -8.89  4.24  4.59
C  -1.15  -3.08  1.71
F  -3.48  11.57  -7.76
C  2.49  -2.22  -4.56
H  -0.58  -5.20  3.38
H  8.85  -0.85  -6.60
C  -1.47  -8.36  8.43
H  3.31  -1.46  -2.72
O  -2.81  4.96  -0.06
O  -7.88  1.78  4.13
C  0.51  2.98  2.35
C  -0.72  -8.18  7.11
C  10.62  0.67  -4.45
C  7.89  -1.05  -7.06
O  2.11  0.65  0.99
H  0.98  -2.49  2.48
H  -4.85  -8.26  10.67
F  -2.74  9.92  -8.95

For the LUMO energy, the calculation gives -0.31 eV. For the HOMO energy, the calculation gives -9.5 eV. The SMILES is NCCCC[C@H]1COC(=O)[C@H]1OC(=O)c1ccccc1.CCOC(=O)C(F)(F)F.CCOC(=O)C(F)(F)F.CCOC(=O)C(F)(F)F.CCOC(=O)C(F)(F)F.CCOC(=O)C(F)(F)F.CCOC(=O)C(F)(F)F.CCOC(=O)C(F)(F)F. The orbital gap comes out at 9.19 eV. The total charge is 0.


# 3
C43H54F3NO7P2SSr | the ωB97M-V functional and the def2-TZVPD basis

Geometry (Å):
H  2.19  0.41  -3.88
H  -0.29  3.74  0.05
H  1.85  -0.49  -0.69
H  -3.18  2.30  4.44
H  -3.35  -3.76  5.78
H  3.65  -2.00  -1.47
H  1.03  0.88  3.21
C  -0.76  -0.95  -3.95
C  -0.11  -2.82  -0.26
H  1.85  -4.62  0.43
C  0.91  -5.07  0.09
C  5.22  -0.77  -0.67
C  4.53  1.22  0.48
C  -3.24  -1.94  4.62
C  3.13  2.15  -4.73
H  2.51  2.17  -5.62
C  -2.31  1.73  4.79
H  -3.09  -3.79  1.16
H  3.36  3.18  -4.44
C  1.63  5.67  -1.95
H  -2.72  2.95  -6.21
C  5.54  0.38  0.04
H  2.89  3.49  6.05
C  2.18  2.51  2.39
H  -0.59  -2.16  -1.00
H  1.00  -1.87  -4.78
H  0.44  -5.92  2.02
S  -3.45  1.90  -1.20
H  1.56  6.54  -2.59
F  -3.95  0.45  0.98
C  2.85  5.01  -1.82
C  1.65  1.75  3.43
C  -1.34  -5.92  0.80
H  0.91  -3.98  -1.78
H  -2.92  -5.51  -0.61
C  -1.90  -1.42  2.63
H  -1.42  2.21  4.40
H  0.57  -3.42  2.24
C  -2.34  -3.67  0.37
C  2.94  3.89  -1.01
H  -3.59  -0.35  6.02
F  -5.53  0.46  -0.52
C  3.90  -1.09  -0.94
O  -3.02  0.63  -1.86
C  -2.01  -5.03  -0.25
H  -1.24  0.63  2.59
C  2.89  -0.24  -0.51
H  -4.77  -3.45  4.79
C  -1.07  -2.98  0.93
C  -0.03  -5.27  1.28
F  -5.20  2.21  0.71
C  -2.65  -2.32  3.42
C  3.20  0.93  0.19
H  3.82  4.85  4.21
C  -4.61  1.21  0.08
H  1.15  -6.03  -0.37
H  6.01  -1.43  -1.01
C  0.60  4.10  -0.46
O  -0.35  0.41  -4.14
C  3.22  3.98  3.99
C  0.23  -4.16  -0.94
O  -2.37  2.47  -0.34
C  0.51  5.22  -1.27
H  -2.78  -3.01  -0.38
O  1.20  2.15  -3.33
H  1.09  -1.59  -3.04
H  1.49  1.51  5.55
C  1.81  3.42  -0.34
H  3.02  1.43  -2.70
C  1.91  2.10  4.74
C  -3.12  -0.64  5.09
P  1.83  1.97  0.72
C  -1.05  -4.82  -1.44
H  -4.51  -2.52  6.27
H  6.57  0.61  0.26
H  -2.82  -3.34  3.08
H  -1.51  4.24  -4.40
H  -0.44  5.73  -1.38
H  3.88  3.36  -0.93
H  -1.38  -1.19  -4.81
H  3.72  5.37  -2.35
N  -1.29  -1.64  1.43
H  0.09  -2.90  -3.67
O  0.56  1.20  0.67
H  4.78  2.10  1.07
H  -1.41  -1.03  -3.07
C  2.41  1.44  -3.60
P  -0.19  1.43  -2.89
C  -0.35  -3.92  1.92
H  -0.95  -4.07  2.82
C  2.69  3.21  5.02
H  -3.50  2.79  -4.62
C  -2.41  0.30  4.34
O  -1.18  2.62  -3.23
C  0.42  -1.88  -3.86
O  -4.21  2.81  -1.98
H  -2.01  -6.06  1.65
H  -0.82  -5.78  -1.91
H  -1.54  -4.19  -2.19
C  -4.01  -2.97  5.41
H  -1.13  -6.91  0.38
H  0.80  -2.33  0.10
H  -2.50  1.47  -5.25
C  -1.38  3.17  -4.55
C  2.96  3.63  2.67
H  4.06  1.63  -4.96
C  -1.81  -0.10  3.16
H  -0.48  3.02  -5.15
Sr  -1.46  0.35  -0.16
H  3.35  4.24  1.87
H  -2.30  1.80  5.88
C  -2.60  2.56  -5.19

For the LUMO energy, the calculation gives 0.26 eV. For the HOMO energy, the calculation gives -5.9 eV. The orbital gap comes out at 6.18 eV. As for the energy relative to the best compared isomer or geometry (same formula, charge and spin): 74.9 kJ/mol. The total charge is 0.


# 4
C43H54N2OReS3Sb2 | the ωB97M-V functional and the def2-TZVPD basis

Geometry (Å):
H  2.11  -2.23  -4.92
H  -4.30  3.40  -4.42
C  -1.35  0.33  3.34
H  -2.87  5.54  -1.66
H  4.18  1.13  1.83
H  -0.77  1.04  5.26
C  -4.46  -0.39  0.70
H  -1.34  1.26  -3.47
C  -5.05  3.80  -1.81
H  -4.91  1.44  -3.11
C  -2.38  0.12  2.41
H  3.95  3.35  4.90
S  0.22  -0.35  2.88
H  1.97  -3.47  2.29
C  1.69  -3.95  1.35
C  -3.13  -0.69  0.35
C  -1.58  0.91  4.56
H  1.32  -4.95  1.55
H  -1.24  -4.71  1.85
C  2.90  1.51  5.21
H  -2.06  1.38  -0.93
H  -3.24  1.02  -2.74
C  -1.31  5.15  -0.30
H  -2.41  -3.51  1.30
C  2.99  -4.03  -4.16
C  5.19  -0.18  3.28
C  3.21  2.66  4.51
Sb  0.60  -0.09  -2.14
H  3.01  -2.45  -1.27
H  0.00  2.37  -3.12
H  -0.01  -1.44  -4.33
C  -0.58  4.15  0.34
C  -1.42  -3.65  1.72
C  -4.74  0.21  1.88
H  3.12  0.86  -2.20
N  0.00  1.93  0.83
C  1.01  -2.96  -3.23
H  5.65  0.34  1.23
C  1.99  0.61  4.67
C  4.65  -1.35  -0.35
H  5.83  -1.06  3.26
H  -5.75  0.48  2.16
C  -2.88  1.32  4.91
H  -2.57  3.16  -4.15
C  -1.86  2.44  -0.79
H  -4.42  1.24  -1.43
H  -4.93  1.37  4.32
C  -0.82  2.80  0.08
H  -0.33  -5.08  -0.91
C  1.60  2.09  2.78
H  -5.28  3.46  -0.80
C  0.91  -3.99  -2.29
H  4.55  -2.60  -2.11
H  4.33  -0.41  3.90
H  2.56  0.46  -3.83
Sb  0.10  -2.87  0.44
H  -3.33  4.70  -3.75
C  -0.22  -4.07  -1.30
S  3.71  -1.06  1.14
N  -2.11  -0.43  1.17
C  2.57  2.93  3.31
H  -5.25  -0.63  0.01
H  3.60  -5.86  -3.22
H  -1.87  -1.11  -1.32
C  0.04  -1.82  -3.31
H  2.55  -4.01  0.69
H  1.76  -0.32  5.18
H  0.15  1.18  -4.43
Re  0.14  -0.21  0.48
C  0.76  2.60  1.66
H  -5.89  3.58  -2.46
C  -2.87  -1.35  -0.96
H  3.11  -0.84  -2.76
H  4.62  -0.42  -0.91
H  -3.61  -1.05  -1.70
C  -4.09  1.61  -2.40
H  -1.10  6.20  -0.11
H  1.76  -5.83  -1.59
H  2.83  3.84  2.78
H  -2.95  -2.44  -0.85
C  -3.47  3.62  -3.75
O  2.45  -0.33  0.67
H  3.36  1.30  6.16
H  3.77  -4.05  -4.91
C  1.35  0.89  3.47
C  -2.61  3.41  -1.41
C  4.09  -2.53  -1.13
H  -4.93  4.89  -1.78
C  2.60  0.12  -2.80
C  2.06  -3.00  -4.16
H  -0.97  -2.11  -3.01
C  -3.69  0.49  2.79
H  -1.18  -3.78  -1.73
H  5.74  0.63  3.75
H  -1.37  -3.15  2.69
C  -3.79  3.10  -2.34
C  1.86  -5.02  -2.30
C  4.78  0.22  1.87
H  -3.05  1.79  5.87
H  5.68  -1.55  -0.03
C  2.89  -5.04  -3.22
C  -0.26  1.36  -3.44
C  -3.91  1.10  4.05
S  0.63  4.31  1.55
H  4.29  -3.47  -0.61
C  -2.30  4.77  -1.17

For the LUMO energy (spin up / spin down), the calculation gives -5.32 / -5.52 eV. For the HOMO energy (spin up / spin down), the calculation gives -12.4 / -12.2 eV. The orbital gap (spin up / spin down) comes out at 7.12 / 6.71 eV. The spin multiplicity is 2. As for the energy relative to the best compared isomer or geometry (same formula, charge and spin): 44.0 kJ/mol. The total charge is +2.


Number 1: maximum force 1.19 eV/A. Number 2: maximum force 4.91 eV/A. Number 3: maximum force 4.18 eV/A. Number 4: maximum force 1.94 eV/A.